98
Properties=species:S:1:pos:R:3 method="wB97M-V/def2-TZVPD" charge=+1 relative_energy_kj_mol=76.0 largest_force_ev_per_a=1.06 gap_ev="6.0 / 6.0"
Tl -0.2389 0.9692 0.0351
C -0.5088 1.7905 3.9274
As -0.0976 0.1361 2.9745
C 1.3391 -0.4224 4.1992
C -1.7026 -0.8666 3.5673
C -1.9822 -2.2943 3.0527
C -2.9539 -2.9194 4.0701
C -2.7047 -2.2913 1.6972
As -1.7869 -1.5711 0.0912
C -1.3112 -3.2024 -0.8949
C -3.3958 -1.2105 -0.9492
C -0.6623 -3.0977 2.9792
As -0.6845 -5.0409 3.4359
C -1.1528 -5.8002 1.6835
C 1.2590 -5.2485 3.2207
H -0.6139 1.5889 4.9940
H -1.4313 2.2312 3.5563
H 0.3017 2.5044 3.7819
H 0.9351 -0.5740 5.1999
H 2.0657 0.3893 4.2273
H 1.8467 -1.3278 3.8718
H -2.5433 -0.2069 3.3325
H -1.6028 -0.8977 4.6560
H -3.8271 -2.2791 4.2097
H -2.4620 -3.0533 5.0347
H -3.2959 -3.8981 3.7303
H -3.6171 -1.6939 1.7799
H -3.0031 -3.3133 1.4508
H -2.1979 -3.8216 -1.0220
H -0.5359 -3.7842 -0.4013
H -0.9475 -2.8973 -1.8764
H -4.0104 -2.1097 -1.0034
H -3.1051 -0.9024 -1.9523
H -3.9748 -0.4108 -0.4974
H 0.0372 -2.6921 3.7154
H -0.2063 -2.9617 1.9915
H -2.1900 -5.5909 1.4231
H -1.0338 -6.8822 1.7344
H -0.4972 -5.4169 0.9020
H 1.7885 -4.7449 4.0295
H 1.5983 -4.8458 2.2642
H 1.5159 -6.3065 3.2626
N -0.6097 0.4726 -2.1130
C -0.1380 1.0798 -3.1157
C -0.5247 0.6395 -4.4910
C -0.9403 -0.6754 -4.6983
C -1.2978 -1.1053 -5.9633
C -1.2573 -0.2221 -7.0335
C -0.8776 1.0958 -6.8286
C -0.5114 1.5299 -5.5633
C 0.8116 2.2415 -3.0082
C 0.5528 3.2835 -2.1222
C 1.4637 4.3192 -1.9679
C 2.6495 4.3122 -2.6877
C 2.9083 3.2821 -3.5819
C 1.9857 2.2614 -3.7582
H -0.9625 -1.3503 -3.8525
H -1.6066 -2.1307 -6.1201
H -1.5275 -0.5567 -8.0262
H -0.8611 1.7901 -7.6583
H -0.2276 2.5629 -5.4155
H -0.3938 3.3213 -1.5929
H 1.2360 5.1409 -1.3006
H 3.3651 5.1150 -2.5669
H 3.8305 3.2690 -4.1484
H 2.1833 1.4625 -4.4617
F -4.2670 7.3826 -0.8457
C -3.9128 6.1539 -0.5014
C -2.5743 5.8422 -0.3293
F -1.6428 6.7702 -0.5302
C -2.2172 4.5664 0.0608
F -0.9167 4.2721 0.2233
C -3.1660 3.5799 0.2842
Se -2.7351 1.8566 0.9240
C -4.5016 3.9094 0.0768
F -5.4338 2.9763 0.2743
C -4.8821 5.1801 -0.3109
F -6.1618 5.4735 -0.4983
C 2.8705 -0.7753 -1.7746
P 2.3525 -0.3542 -0.0693
C 2.0514 -2.0278 0.6113
C 3.9214 0.2087 0.6514
C 4.7782 -0.6130 1.3766
C 5.9855 -0.1106 1.8393
C 6.3418 1.2049 1.5805
C 5.4894 2.0276 0.8568
C 4.2775 1.5344 0.4023
H 3.6593 -1.5272 -1.7343
H 3.2538 0.1178 -2.2624
H 2.0160 -1.1544 -2.3378
H 2.8711 -2.7009 0.3609
H 1.1330 -2.4008 0.1568
H 1.9208 -1.9842 1.6926
H 4.5183 -1.6444 1.5788
H 6.6555 -0.7515 2.3974
H 7.2849 1.5899 1.9446
H 5.7700 3.0514 0.6474
H 3.6001 2.1744 -0.1555